{
  "formula": "C43H63BrF18N3O15",
  "method": "the ωB97M-V functional and the def2-TZVPD basis",
  "homo_lumo_gap_ev": 7.96,
  "total_charge": 1,
  "e_homo_ev": -11.949,
  "species": ["C", "C", "C", "Br", "C", "C", "C", "C", "C", "C", "C", "C", "C", "C", "O", "C", "C", "O", "N", "N", "C", "C", "C", "O", "C", "N", "H", "H", "H", "H", "H", "H", "H", "H", "H", "H", "H", "H", "H", "H", "H", "H", "H", "H", "H", "H", "H", "H", "H", "H", "H", "H", "H", "H", "H", "H", "H", "H", "H", "C", "C", "O", "C", "O", "C", "F", "F", "F", "H", "H", "H", "H", "H", "C", "C", "O", "C", "O", "C", "F", "F", "F", "H", "H", "H", "H", "H", "C", "C", "O", "C", "O", "C", "F", "F", "F", "H", "H", "H", "H", "H", "C", "C", "O", "C", "O", "C", "F", "F", "F", "H", "H", "H", "H", "H", "C", "C", "O", "C", "O", "C", "F", "F", "F", "H", "H", "H", "H", "H", "C", "C", "O", "C", "O", "C", "F", "F", "F", "H", "H", "H", "H", "H"],
  "xyz": [[-1.8849, 1.6514, 0.5167], [-0.7191, 1.2401, 1.4094], [0.5791, 1.9953, 1.0840], [1.5420, 1.0069, -0.3157], [1.4810, 2.2213, 2.2344], [2.1803, 3.4072, 2.4388], [2.0968, 4.5725, 1.5024], [3.3612, 4.7074, 0.6175], [4.1426, 3.4015, 0.4161], [4.9288, 3.3943, -0.9038], [5.6701, 2.0401, -1.0091], [4.9653, 1.1175, -2.0039], [5.1629, 1.6348, -3.4491], [3.9400, 1.6375, -4.3516], [3.2984, 0.3719, -4.5119], [2.0092, 0.4108, -4.1506], [1.1080, 1.4937, -4.6780], [1.5835, -0.4207, -3.4651], [2.9360, 3.6101, 3.4142], [3.0719, 2.6257, 4.2251], [2.5368, 1.5136, 4.1943], [2.7717, 0.4856, 5.2324], [3.1891, 1.0434, 6.5796], [2.1689, 1.8065, 7.1903], [1.6982, 1.2450, 3.1557], [1.1548, 0.0180, 3.1085], [-1.5011, 1.8866, -0.4693], [-2.5385, 0.8052, 0.3736], [-2.4706, 2.4662, 0.9130], [-0.5472, 0.1868, 1.2315], [-0.9873, 1.3102, 2.4567], [0.2700, 2.9063, 0.6124], [1.1703, 4.6187, 0.9589], [2.0956, 5.4350, 2.1586], [4.0237, 5.3951, 1.1235], [3.1690, 5.1524, -0.3475], [4.9040, 3.3254, 1.1840], [3.4978, 2.5344, 0.3947], [4.2441, 3.4317, -1.7445], [5.6481, 4.2006, -0.9330], [6.7231, 2.1182, -1.2394], [5.5856, 1.5793, -0.0283], [3.9388, 0.9218, -1.7205], [5.4772, 0.1631, -1.9448], [5.9626, 1.0747, -3.9040], [5.4211, 2.6833, -3.3534], [3.2749, 2.4186, -4.0089], [4.3093, 1.9204, -5.3314], [1.5207, 2.4741, -4.4687], [0.1482, 1.4834, -4.2234], [1.0167, 1.4173, -5.7506], [3.7024, 2.7819, 4.9958], [1.8581, -0.0743, 5.3916], [3.5253, -0.2329, 4.9241], [4.0593, 1.6938, 6.4767], [3.4878, 0.2580, 7.2579], [2.4744, 2.7068, 7.2783], [1.7377, -0.6692, 3.5621], [1.0767, -0.2873, 2.1452], [-1.9967, -1.4009, 4.5120], [-1.8572, -2.0473, 3.1506], [-2.1610, -3.4508, 3.2234], [-3.4435, -3.7838, 3.1909], [-4.3564, -3.0276, 3.0992], [-3.5790, -5.3140, 3.2423], [-2.7850, -5.8585, 4.1704], [-3.2425, -5.8602, 2.0626], [-4.8197, -5.6891, 3.5204], [-1.3867, -1.9277, 5.2470], [-1.6846, -0.3571, 4.4777], [-3.0265, -1.4405, 4.8635], [-0.8254, -1.9764, 2.8114], [-2.4784, -1.5524, 2.4035], [-6.2077, -0.4184, -4.5387], [-4.9013, -1.0483, -4.1033], [-3.8344, -0.6517, -4.9857], [-3.3094, 0.5233, -4.7429], [-3.6310, 1.2676, -3.8633], [-2.1811, 0.8124, -5.7399], [-2.5292, 0.4984, -6.9881], [-1.0617, 0.1233, -5.4547], [-1.8489, 2.1044, -5.7396], [-6.4156, -0.6583, -5.5805], [-7.0295, -0.7740, -3.9259], [-6.1656, 0.6683, -4.4603], [-4.9680, -2.1315, -4.1682], [-4.6553, -0.8015, -3.0699], [-3.9887, -8.5934, 1.1052], [-3.8066, -10.0374, 0.6902], [-5.0751, -10.6639, 0.4283], [-5.5975, -10.4338, -0.7652], [-5.1112, -9.7618, -1.6210], [-6.9183, -11.2031, -0.9136], [-7.6866, -11.0826, 0.1746], [-6.6868, -12.5091, -1.1017], [-7.6218, -10.7634, -1.9524], [-4.6663, -8.5236, 1.9569], [-3.0334, -8.1513, 1.3766], [-4.4253, -8.0053, 0.2974], [-3.3501, -10.6020, 1.4998], [-3.1521, -10.1266, -0.1754], [0.8893, 9.9273, 5.6102], [0.6168, 8.5175, 5.1333], [0.0902, 8.5164, 3.7913], [0.9773, 8.6232, 2.8190], [2.1575, 8.7175, 2.9560], [0.2675, 8.5606, 1.4586], [-0.8280, 9.3202, 1.4289], [-0.1107, 7.2983, 1.1755], [1.0544, 8.9687, 0.4704], [-0.0072, 10.5401, 5.5193], [1.2103, 9.9224, 6.6507], [1.6660, 10.4011, 5.0114], [-0.1447, 8.0548, 5.7569], [1.5084, 7.8944, 5.1924], [-6.3864, -3.3459, -10.5814], [-5.5687, -2.0955, -10.3390], [-6.4149, -0.9864, -9.9752], [-6.7867, -0.9339, -8.7130], [-6.4864, -1.7152, -7.8630], [-7.6392, 0.3204, -8.4709], [-8.5521, 0.4937, -9.4289], [-6.8687, 1.4187, -8.4430], [-8.2849, 0.2521, -7.3079], [-7.1605, -3.1569, -11.3251], [-5.7486, -4.1558, -10.9324], [-6.8875, -3.6709, -9.6699], [-5.0597, -1.8000, -11.2533], [-4.8048, -2.2559, -9.5798], [8.2580, -3.1190, 2.9950], [6.7939, -2.8912, 3.2997], [6.5430, -2.9542, 4.7200], [6.8063, -1.8605, 5.4075], [7.2263, -0.8363, 4.9618], [6.4451, -2.0752, 6.8851], [6.8739, -3.2497, 7.3410], [5.1071, -2.0388, 7.0568], [6.9687, -1.1360, 7.6646], [8.5960, -4.0584, 3.4315], [8.4228, -3.1493, 1.9192], [8.8751, -2.3268, 3.4169], [6.1939, -3.6798, 2.8518], [6.4420, -1.9439, 2.8928]],
  "forces_ev_per_angstrom": [[0.4, -0.3, -0.1], [-0.2, -0.3, -0.3], [-0.8, -0.4, -0.1], [-0.2, -0.1, -0.1], [-0.3, -0.1, -0.5], [-2.5, 0.9, -3.8], [0.4, 0.7, 0.1], [0.3, -0.6, 0.4], [0.4, 1.0, -0.9], [0.3, -1.1, 0.5], [-1.2, 0.0, 0.2], [1.2, -0.2, -0.5], [-1.1, -0.4, 0.8], [1.4, 0.3, -0.7], [0.7, 0.8, 0.3], [-0.2, 2.1, -1.6], [1.1, 1.0, -0.2], [-1.5, -3.4, 2.6], [2.5, 1.9, 2.1], [3.0, 3.1, 2.4], [-1.4, -4.3, 1.0], [0.2, -0.1, 1.2], [0.4, 0.7, 0.3], [-0.5, -0.2, -0.4], [-0.7, -0.3, -0.9], [0.0, -1.8, -1.0], [-0.1, 0.3, -0.3], [-0.4, -0.2, 0.0], [0.0, 0.4, 0.0], [0.0, -0.3, 0.0], [0.0, 0.3, 0.3], [0.3, 0.5, -0.2], [-0.2, -0.2, -0.4], [-0.2, 0.3, 0.1], [0.2, 0.3, 0.1], [-0.5, 0.1, -0.2], [-0.1, -0.4, 0.5], [0.0, -0.2, 0.2], [-0.2, 0.5, -0.2], [-0.1, 0.5, -0.1], [0.3, 0.2, -0.2], [0.3, -0.2, 0.2], [-0.3, 0.2, -0.1], [-0.2, -0.4, 0.0], [0.4, 0.0, -0.3], [0.4, 0.2, -0.4], [-0.3, -0.1, 0.1], [-0.1, 0.3, -0.3], [0.0, 0.2, -0.2], [-0.5, -0.4, 0.4], [0.0, -0.1, -0.3], [0.3, 0.5, 0.1], [-0.3, 0.0, 0.1], [0.2, -0.1, -0.3], [0.5, -0.2, 0.0], [0.1, -0.4, 0.0], [-0.1, 0.3, 0.3], [-0.2, -0.2, 0.3], [-0.5, -0.1, -0.1], [-0.2, -0.1, 0.2], [0.1, 0.5, 0.1], [0.4, -0.1, -0.1], [0.3, 0.2, -0.1], [-0.5, 0.0, 0.0], [-0.1, -0.9, 0.1], [0.2, 0.2, 0.1], [0.1, 0.4, 0.0], [-0.2, 0.3, -0.1], [0.1, 0.0, 0.0], [0.0, 0.0, 0.0], [0.0, 0.1, -0.1], [0.0, -0.3, 0.0], [-0.2, -0.2, 0.0], [0.2, 0.3, -0.3], [-0.8, -0.3, 0.3], [0.2, -0.4, -0.2], [-0.3, -0.1, 0.4], [0.3, 0.4, 0.0], [0.6, 0.3, -0.7], [-0.2, -0.1, 0.0], [-0.7, -0.4, 0.1], [-0.2, 0.1, 0.3], [0.0, -0.2, 0.1], [-0.1, -0.1, 0.1], [0.0, 0.0, 0.1], [0.2, 0.0, -0.2], [0.2, 0.2, -0.1], [-0.3, 0.0, -0.2], [0.5, 0.3, 0.3], [-0.1, -0.3, 0.1], [0.4, 0.0, 0.3], [-0.2, 0.1, -0.4], [-0.7, -0.3, -0.1], [0.1, 0.1, 0.1], [0.2, 0.0, 0.0], [0.2, 0.1, -0.1], [0.1, 0.0, 0.1], [0.0, -0.1, 0.0], [0.1, 0.0, 0.0], [-0.2, -0.2, 0.0], [-0.2, 0.0, -0.2], [0.0, 0.2, -0.3], [0.1, 0.1, 0.7], [-0.3, -0.2, -0.1], [-0.1, -0.1, 0.5], [0.4, 0.0, -0.3], [-0.4, 0.3, -0.8], [0.0, 0.0, 0.3], [0.1, -0.1, 0.3], [0.3, -0.1, 0.2], [-0.1, -0.1, 0.1], [0.0, 0.0, 0.0], [0.1, -0.1, 0.0], [-0.2, 0.0, -0.2], [0.1, 0.0, -0.2], [-0.3, 0.1, 0.2], [0.3, -0.5, -0.3], [0.0, 0.3, -0.2], [0.3, -0.2, -0.3], [-0.1, 0.0, 0.6], [-0.5, 0.6, 0.1], [0.1, -0.1, -0.1], [0.2, -0.2, 0.0], [0.1, -0.2, 0.1], [0.1, 0.0, -0.1], [0.0, 0.0, 0.0], [0.1, 0.0, 0.0], [-0.1, 0.3, 0.0], [-0.1, 0.1, 0.2], [0.2, 0.1, 0.3], [0.2, -0.2, -0.6], [-0.3, -0.2, 0.1], [0.0, -0.3, -0.5], [0.0, 0.5, 0.2], [0.1, -0.2, 1.0], [0.0, -0.1, -0.3], [-0.1, 0.1, -0.3], [0.0, 0.3, -0.3], [-0.1, -0.1, -0.1], [-0.1, 0.0, 0.0], [0.0, 0.1, -0.1], [-0.1, -0.1, 0.3], [0.0, 0.1, 0.2]]
}